72
Properties=species:S:1:pos:R:3 method="wB97M-V/def2-TZVPD" total_energy_ha=-2312.3917 charge=0 orbital_gap_ev=6.9666 e_above_lowest_ev=0.137
Pb 0.05010 -3.42388 -2.53276
C -0.91269 2.64794 -0.49471
C -1.43783 1.87973 -1.45200
C -1.00039 1.61017 -2.86472
C 0.27030 0.77578 -3.15506
C 1.62760 1.32490 -2.82769
C 1.93533 2.43298 -2.13238
C 1.01960 3.61500 -1.89578
C 0.21957 3.61018 -0.56184
C 1.54063 -2.74679 -1.08938
H -1.34577 2.57808 0.49912
H -2.17340 1.12402 -1.11546
H -0.91924 2.55066 -3.40840
H -1.82651 1.00565 -3.28442
H 0.18117 -0.17630 -2.61086
H 0.24839 0.54047 -4.23773
H 2.44972 0.82782 -3.37217
H 2.97146 2.63033 -1.80331
H 0.31371 3.76166 -2.73698
H 1.64285 4.53978 -1.85860
H 0.86462 3.40415 0.30609
H -0.14069 4.64618 -0.45484
H 1.09874 -3.18472 -0.17348
H 1.62261 -1.65207 -1.07532
H 2.48853 -3.26866 -1.24493
P 1.30763 -1.31961 -7.50192
P -1.94829 -0.89017 -7.44121
N 2.65977 -0.20829 -7.61813
N 2.07607 -2.53597 -8.59139
N -2.03346 0.89274 -7.52709
N -3.58556 -1.17408 -8.10711
C 0.36724 -0.46848 -8.88625
C -1.02713 -1.07029 -9.02803
C 3.44892 0.19013 -6.53163
C 4.43708 1.04976 -7.00315
C 4.25646 1.17985 -8.42054
C 3.16254 0.40153 -8.77320
C 2.38936 -3.82601 -8.15080
C 2.80794 -4.58624 -9.23912
C 2.74253 -3.74117 -10.39869
C 2.32816 -2.48611 -9.96538
C -1.64983 1.70514 -6.45302
C -1.70070 3.04012 -6.85202
C -2.09580 3.05281 -8.23351
C -2.23870 1.72827 -8.63357
C -4.43964 -0.48859 -8.97856
C -5.56682 -1.27018 -9.21410
C -5.38490 -2.50019 -8.49814
C -4.16640 -2.43206 -7.85429
H 0.86123 -0.49847 -9.86605
H 0.31358 0.58636 -8.58567
H -1.55090 -0.63127 -9.88592
H -0.95422 -2.14717 -9.22907
H 3.20513 -0.17496 -5.54333
H 5.19974 1.52915 -6.41020
H 4.84673 1.77016 -9.10322
H 2.68380 0.28418 -9.73266
H 2.28295 -4.06599 -7.09967
H 3.11813 -5.61949 -9.21669
H 2.95616 -4.02232 -11.42362
H 2.20186 -1.58180 -10.54219
H -1.38538 1.24434 -5.51169
H -1.48749 3.89848 -6.23856
H -2.26233 3.92525 -8.84854
H -2.46201 1.33352 -9.61507
H -4.20083 0.49363 -9.36354
H -6.42352 -0.99962 -9.81793
H -6.07812 -3.33340 -8.45938
H -3.62509 -3.14350 -7.23754
O -1.73322 -1.22949 0.64365
C -1.38319 -1.36917 -0.48827
N -1.05770 -1.54447 -1.66654